DFT (ωB97M-V/def2-TZVPD) results for a structure of composition C7H14ClFeI2NOP in a non-equilibrium geometry.

Spin multiplicity: 6
E (hartree): -3065.07519
Energy relative to the best compared isomer or geometry (same formula, charge and spin) (kJ/mol): 0.21
HOMO-LUMO gap (spin up / spin down) (eV): 8.718 / 3.476
Lowest unoccupied orbital energy (spin up / spin down) (eV): -6.6087 / -11.5938
Molecular weight (g/mol): 504.27
Charge: +2

Cartesian coordinates (Å):
C  0.233663  0.000347  -3.447215
H  -2.412769  1.357427  -3.347989
C  -1.972904  1.430407  -2.351299
H  -0.330491  0.008545  -4.386642
H  0.726511  1.652124  4.920156
H  -2.740585  -1.527160  -1.617893
Cl  -2.505060  -0.036683  0.697969
C  1.271435  -0.031339  -0.575458
Fe  -0.413300  -0.046528  0.104112
I  5.281691  1.159939  -1.598935
H  0.539504  -1.418359  4.595840
C  1.038955  0.622667  5.141652
P  -0.922149  -0.021557  -2.044071
H  -2.410990  -1.369690  -3.381054
H  -0.861404  -0.308453  4.690292
H  0.866845  0.892109  -3.380802
C  0.188628  -0.403993  4.376894
H  0.877056  -0.885313  -3.401472
O  2.415811  -0.063489  -0.697941
H  2.102119  0.510378  4.898370
N  0.140716  -0.114954  1.795519
H  -2.750657  1.461439  -1.582353
H  -1.346273  -2.371242  -2.336941
H  -1.358189  2.333535  -2.269476
C  0.228317  -0.232411  2.948449
I  5.133198  -1.617180  -1.582142
C  -1.966364  -1.469618  -2.388895
H  0.946688  0.489039  6.221331

Cartesian forces (eV/Å) of the 2 atoms listed first:
0.50 0.00 0.48
0.05 0.06 0.05